{"formula": "CH4N2PS", "method": "wB97M-V/def2-TZVPD", "orbital_gap_ev": [3.96, 3.96], "charge": 1, "relative_energy_kcal_mol": 59.4, "molar_mass_g_mol": 107.10, "total_energy_ev": -24196.764, "species": ["C", "N", "N", "P", "S", "H", "H", "H", "H"], "xyz": [[-1.235714, -0.142563, 0.239342], [-0.361941, -0.868965, -0.392156], [-1.428639, 1.127704, -0.130687], [4.586041, 0.388016, -0.241060], [3.577114, -1.191629, 0.097796], [-1.691446, -0.684904, 1.071631], [-0.037461, -1.645856, 0.142829], [-2.129214, 1.701338, 0.333428], [-1.278739, 1.316855, -1.121119]], "forces_ev_per_a": [[2.25, -2.76, -0.22], [0.25, 1.76, -0.33], [-1.35, 1.03, -0.18], [-2.06, -3.18, 0.67], [1.87, 3.22, -0.74], [-0.54, 1.32, 0.40], [-0.73, -0.97, 0.24], [0.15, -0.46, -0.36], [0.16, 0.04, 0.52]]}